# 1
Computed, not measured: a molecular structure, C13H15NTc in a non-equilibrium geometry, with ωB97M-V/def2-TZVPD.

Geometry as ORCA input:
```
! RIJCOSX wB97M-V def2-TZVPD def2/J DEFGRID3
* xyz 0 4
Tc -0.1463 -0.1614 -0.9510
N -1.6715 -0.8966 -0.3278
C 0.2408 1.5050 1.8451
C -1.0166 0.7098 -2.7967
C -0.2098 -2.7277 -0.9804
C 0.7852 -2.0823 -1.7839
C 0.2908 -0.7047 3.5049
C 0.3795 0.5360 -3.0800
C 0.4378 0.5590 4.0851
C 0.4117 1.6576 3.2399
C 0.1355 -0.8411 2.1009
C 0.1554 0.2574 1.2758
C 0.1851 1.9965 -1.2910
C -1.1343 1.6398 -1.6985
C 1.1296 1.3488 -2.1622
H 0.0084 -1.8872 1.7241
H 0.5133 2.6774 3.6523
H -1.0972 -3.1421 -1.4448
H 0.2073 2.4783 1.2442
H 0.7962 -0.0511 -3.8928
H 0.0012 -2.9814 0.0457
H 0.4386 2.7528 -0.5581
H 0.3030 -1.6003 4.1541
H 2.2096 1.4421 -2.1261
H -2.5367 -1.3246 0.0482
H -1.8445 0.3189 -3.3932
H -2.0644 2.0651 -1.3271
H 1.8141 -2.0262 -1.3841
H 0.5657 0.6817 5.1591
H 0.7125 -2.1994 -2.8817
*
```

Calculated values
HOMO level (alpha / beta): -6.7 / -8.1 eV
LUMO energy (alpha / beta): 0.841 / -0.045 eV
gap between HOMO and LUMO (alpha / beta): 7.51 / 8.05 eV
expectation value of S²: 3.7817

---

# 2
Computed, not measured: a single C6H9NO2 molecule in a non-equilibrium geometry, with ωB97M-V/def2-TZVPD.

Geometry as ORCA input:
```
! RIJCOSX wB97M-V def2-TZVPD def2/J DEFGRID3
* xyz 0 1
O -2.0307 0.1688 1.3494
O -2.6251 -1.3393 -0.5178
N -2.1074 -0.1780 -0.8798
C -1.7087 0.4928 0.2027
C 0.4183 -0.2302 -0.2418
C 0.8977 -1.5743 -0.4202
C 0.5311 1.1829 -0.5770
C 0.5988 -0.9489 0.9540
C -0.8298 1.6930 -0.1782
H 1.3239 1.4851 0.1381
H 0.6375 1.4724 -1.6146
H 1.9103 -1.7828 -0.9492
H -1.2718 2.2562 -1.0487
H 1.4500 -0.6131 1.7776
H 0.1338 -2.3154 -0.7471
H -0.8056 2.2516 0.7766
H -0.3128 -1.2795 1.2974
H -2.7999 -1.3866 0.5336
*
```

Calculated values
HOMO level (alpha / beta): -8.8 / -7.9 eV
LUMO energy (alpha / beta): -0.467 / -1.028 eV
gap between HOMO and LUMO (alpha / beta): 8.33 / 6.91 eV

---

Total energy for every record listed, in sequence, given in eV: -17407.635 -11946.696.
ΔE to the lowest compared entry with this formula, charge and spin for every record listed, in sequence, given in kcal per mole: 0.00 152.72.